The following is a quantum chemistry calculation of an isolated ion of composition C6H6NS and charge +1 at a distorted geometry, from the Open Molecules 2025 dataset.

Values from the calculation:
Net charge: +1
E_HOMO, Eh: -0.452
Strongest force on any atom, eV/Å: 4.53
Relative energy (zero: lowest compared OMol25 entry of this formula, charge and spin), eV: 2.303

Last column: Mulliken charge in e.
CARTESIAN COORDINATES (ANGSTROEM)
C -0.311662 -0.765067 -0.346100  -0.254
H 1.830776 0.545388 1.591882  0.328
C -2.769461 -1.279106 -0.456635  -0.187
N -4.003866 -0.785558 -0.330151  -0.286
C 1.534860 0.954890 0.487360  -0.819
H -2.899746 -2.294921 -0.712208  0.404
C -1.706014 -0.432621 -0.294681  -0.198
C 0.592983 0.011674 0.074477  0.452
H 2.517396 0.863939 -0.135740  0.317
H 0.098274 -1.860547 -0.361635  0.321
S -6.190409 0.758396 0.358795  -0.236
H -1.958093 0.526338 0.061966  0.373
C -4.858016 0.006623 0.001306  0.438
H 1.155521 1.990542 0.642469  0.348

Cartesian forces (eV/Å) of the 6 atoms listed first:
C 0.6 -2.7 0.7
H -0.4 1.3 -2.2
C 0.5 1.7 0.1
N -1.4 1.4 0.6
C 3.2 -1.7 2.7
H 1.3 -1.2 -0.4


The following is a quantum chemistry calculation of C6H5N2O4PtS3 as an isolated structure, from the Open Molecules 2025 dataset.

Values from the calculation:
Net charge: -2
E_HOMO (alpha / beta), Eh: -0.022 / -0.035
Strongest force on any atom, eV/Å: 0.29
Spin multiplicity: 2
Relative energy (zero: lowest compared OMol25 entry of this formula, charge and spin), eV: 1.785

Last column: Mulliken charge in e.
CARTESIAN COORDINATES (ANGSTROEM)
O 0.003187 6.458924 0.435328  -0.670
H -1.083400 -4.531309 -0.675290  0.335
C -0.507130 -3.636177 -0.874406  -0.150
O -1.695433 5.102654 1.560275  -0.606
O 1.656094 -0.291800 -1.656325  -0.689
N -0.125450 0.227754 3.045767  -0.666
H -2.156153 -2.286119 -0.626511  0.335
O 0.665806 4.618090 1.903221  -0.609
H 2.597944 -2.483889 -1.596876  0.392
N 0.948474 -1.313038 -1.375593  0.567
C -0.409321 -1.201676 -1.102074  0.077
S -1.201103 0.317862 -1.124660  -0.454
C -0.049851 0.795441 1.984513  0.306
C -1.104512 -2.396542 -0.851690  -0.688
C 0.858731 -3.704223 -1.140751  -0.647
H 1.394652 -4.643970 -1.161484  0.340
H -0.566726 0.598911 3.872320  0.251
S -0.349549 5.155698 0.999329  0.957
C 1.542501 -2.537892 -1.377530  -0.225
Pt -0.093974 1.864646 0.464420  0.387
S -0.324792 3.886647 -0.701977  -0.544

Cartesian forces (eV/Å) of the 6 atoms listed first:
O -0.1 0.0 0.1
H 0.0 0.0 0.0
C 0.0 0.0 0.0
O -0.1 0.1 0.0
O 0.0 0.0 0.0
N 0.1 -0.1 0.0


The following is a quantum chemistry calculation of one molecule with the formula C2H8N4O at a distorted geometry, from the Open Molecules 2025 dataset.

Values from the calculation:
Net charge: 0
SMILES: CN/C(=N\N)NO
E_HOMO, Eh: -0.296
Strongest force on any atom, eV/Å: 3.09
Relative energy (zero: lowest compared OMol25 entry of this formula, charge and spin), eV: 3.985

Last column: Mulliken charge in e.
CARTESIAN COORDINATES (ANGSTROEM)
H -0.245698 1.727572 1.579434  0.251
N 1.295691 -0.483740 0.224406  -0.335
C -1.722303 -0.286371 -0.565706  -0.680
H 0.538142 -1.445267 -1.348699  0.255
O 1.695131 1.391554 1.867607  -0.431
N 0.621193 1.599278 0.990821  -0.250
H -2.237755 -0.044821 0.392056  0.244
N -0.591169 0.536287 -0.845988  -0.390
H 2.001003 0.496602 1.630143  0.429
H -1.324022 -1.335342 -0.573081  0.197
H -0.792618 1.483819 -1.126809  0.296
N 1.325222 -1.506434 -0.653416  -0.543
C 0.427869 0.464554 0.116238  0.389
H -2.443802 -0.152555 -1.381826  0.339
H 1.453116 -2.445135 -0.305178  0.230

Cartesian forces (eV/Å) of the 6 atoms listed first:
H 1.2 -0.2 -0.7
N -0.9 1.1 1.3
C -0.7 -1.0 0.0
H 1.2 -0.3 0.8
O 0.0 0.2 0.2
N -1.6 -0.5 -0.4


- Which formula does entry 1 have?
  C6H6NS


- What is the strongest force on any atom in the first record?
  4.53 eV/Å


- Which formula does entry 1 have?
  C6H6NS


- The highest relative energy (zero: lowest compared OMol25 entry of this formula, charge and spin) belongs to which entry?
  C2H8N4O